DFT (wB97M-V/def2-TZVPD) results for C4H8BrClO in the gas phase in a non-equilibrium geometry.

Positions of all 15 atoms, in Å:
Br: -2.60 0.26 0.17
Cl: 1.64 0.36 1.40
O: 0.44 -2.20 -0.12
C: 0.72 -0.92 -0.72
C: 0.22 0.33 0.29
C: -0.98 -0.15 1.07
C: 0.12 1.61 -0.38
H: -0.81 -1.23 1.20
H: 0.80 1.83 -1.16
H: -0.11 -2.81 -0.69
H: -0.78 1.86 -0.89
H: -1.03 0.30 2.04
H: 0.22 2.34 0.31
H: 1.76 -0.75 -0.75
H: 0.40 -0.84 -1.77

Computed properties:
**2S+1**: 1
**Total energy**: -88889.244 eV
**HOMO level**: -10.176 eV
**Kohn-Sham gap**: 10.809 eV
**Relative energy (zero: lowest compared OMol25 entry of this formula, charge and spin)**: 6.0 kcal per mole
**SMILES string**: C[C@](Cl)(CO)CBr

Need the natural (NBO) charges? In units of e they are: 0.01, -0.07, -0.74, -0.07, -0.01, -0.50, -0.67, 0.27, 0.23, 0.49, 0.24, 0.23, 0.23, 0.18, 0.18